(1)
95
Properties=species:S:1:pos:R:3:forces:R:3:mulliken_charge:R:1 method="wB97M-V/def2-TZVPD" lumo_ha="-0.06945 / -0.06940" e_tot_ev=-75496.49580 homo_energy_ev="-7.52 / -7.52" e_above_lowest_kcal_mol=0.0 gap_ev="5.63 / 5.63"
Sn 0.17627 0.26242 -0.10048 0.29 0.45 -0.12 1.197
C -4.26322 -0.41770 -6.52071 0.23 -0.07 0.50 -0.403
C -4.96157 -0.23496 -5.32366 -0.10 0.05 -0.57 -0.761
C -4.29353 -0.12667 -4.12260 -0.07 -0.15 0.50 0.133
C -2.91431 -0.24750 -4.08414 0.25 0.47 0.50 -1.205
C -2.21740 -0.37493 -5.26586 0.21 -0.25 -0.30 0.096
C -2.86854 -0.47644 -6.48416 -0.32 0.07 -0.36 -0.792
C -2.15227 -0.08491 -2.80215 -0.12 0.47 0.14 0.973
C -1.78861 -1.19318 -2.06895 -0.61 -0.99 -0.58 0.655
C -1.94590 -2.55543 -2.59839 0.46 0.84 0.61 -1.529
C -1.33473 -3.37535 -1.73397 0.13 0.26 0.11 -1.592
C -0.87612 -2.58398 -0.61890 -0.06 0.43 0.41 0.673
C -0.24756 -3.06826 0.51645 -0.02 0.16 0.04 1.181
C 0.18528 -4.49773 0.57424 -1.17 0.54 -0.21 -0.471
C -0.72642 -5.54393 0.42078 0.03 0.00 -0.20 -0.256
C -0.26146 -6.85636 0.37761 -0.57 0.20 0.25 -0.795
C 1.09114 -7.12896 0.52845 0.25 -0.75 -0.01 -0.488
C 1.97794 -6.07241 0.69290 0.74 -0.86 0.07 -0.958
C 1.52260 -4.77492 0.71107 0.92 -0.02 0.11 0.158
C 0.05149 -2.25150 1.64150 0.15 -0.22 -0.26 0.488
N 0.10418 -0.89233 1.63965 0.04 -0.20 0.75 0.425
C 0.40602 -0.50548 2.95238 0.06 -0.20 -0.09 0.429
C 0.61881 0.77154 3.41110 -0.31 0.84 -1.05 1.377
C 0.91443 0.98489 4.86016 -0.89 0.10 -0.16 -1.014
C 2.15296 0.69313 5.38919 0.47 -0.03 -0.59 0.281
C 2.37160 0.83873 6.74532 1.20 -0.06 0.46 -0.727
C 1.37460 1.29403 7.59107 -0.39 -0.34 -0.21 -0.460
C 0.11235 1.57305 7.06113 0.06 -0.17 -0.29 -0.785
C -0.12669 1.42325 5.69368 1.02 -0.04 0.35 -0.033
C 0.47097 1.91605 2.55642 0.35 -1.08 1.15 0.117
C 0.60922 3.23507 3.02968 0.08 0.11 0.16 -1.287
C 0.33897 4.08097 1.99409 0.03 -0.01 0.28 -1.441
C 0.02478 3.25731 0.90571 -0.35 -0.17 -1.61 0.323
N 0.13044 1.91860 1.23204 -0.12 0.64 0.18 0.078
C -0.43857 3.73895 -0.34577 -0.01 -0.05 0.39 1.498
C -0.93878 2.94158 -1.35115 0.09 0.12 0.01 0.298
C -1.58246 3.44933 -2.53261 0.21 0.57 0.18 -1.280
C -2.10685 2.40400 -3.18914 -0.54 -0.61 -0.19 -1.373
C -1.80043 1.22063 -2.42376 0.30 -0.21 -0.18 0.660
N -1.04495 1.55364 -1.33370 -0.31 0.50 -0.16 -0.096
C -0.60048 5.22563 -0.47512 0.59 -0.43 -0.27 -1.008
C 0.32047 5.99954 -1.17682 0.16 -0.52 0.31 0.120
C 0.16219 7.37086 -1.23902 0.08 0.05 -0.34 -0.766
C -0.92252 7.97804 -0.62921 -0.60 -0.21 -0.10 -0.422
C -1.86294 7.18924 0.04872 0.08 0.41 0.09 -0.907
C -1.69174 5.82160 0.13446 0.13 -0.15 -0.14 0.382
C 0.49291 -1.68183 3.76045 -0.05 0.13 0.31 -1.143
C 0.30928 -2.74941 2.96372 -0.07 -0.31 -0.61 -1.505
N -1.19534 -1.24764 -0.85013 0.13 -0.49 0.29 -0.338
H -4.81102 -0.52406 -7.44643 0.07 0.07 -0.07 0.387
H -6.03836 -0.15185 -5.33002 -0.10 -0.03 -0.09 0.407
H -4.83400 0.04855 -3.19482 0.01 -0.09 -0.16 0.477
H -1.14407 -0.40628 -5.21087 0.34 -0.05 -0.11 0.457
H -2.28113 -0.57677 -7.39873 -0.25 -0.02 0.23 0.412
H -2.36702 -2.79382 -3.54335 -0.33 -0.12 -0.49 0.522
H -1.16230 -4.41779 -1.82878 0.01 -0.60 -0.08 0.703
H -1.79235 -5.31433 0.28900 0.49 -0.19 0.18 0.603
H -1.00557 -7.64043 0.27729 0.26 -0.10 -0.06 0.396
H 1.45639 -8.17776 0.52144 -0.30 0.89 -0.02 0.356
H 3.05758 -6.25619 0.80570 -0.61 0.06 -0.08 0.456
H 2.28361 -4.01259 0.80538 -0.20 0.32 0.06 0.349
H 2.95258 0.36816 4.71431 -0.31 0.02 0.45 0.343
H 3.38107 0.59197 7.12467 -0.76 0.18 -0.10 0.383
H 1.54679 1.34935 8.66023 0.00 0.14 -0.11 0.384
H -0.69292 1.85662 7.72183 -0.07 0.16 0.02 0.385
H -1.07115 1.65742 5.24302 -0.44 0.02 0.04 0.506
H 0.86470 3.49138 4.03631 0.09 0.06 0.26 0.615
H 0.31875 5.15943 1.99343 0.03 -0.10 -0.01 0.544
H -1.63877 4.49467 -2.81668 0.02 -0.22 0.17 0.508
H -2.71570 2.41650 -4.08643 0.21 -0.04 0.16 0.511
H 1.18646 5.52226 -1.63523 -0.23 0.08 0.04 0.451
H 0.88211 7.92991 -1.82586 -0.10 0.20 0.17 0.398
H -1.08948 9.03906 -0.77371 0.05 -0.03 0.26 0.382
H -2.73336 7.61849 0.53421 0.13 0.20 -0.16 0.389
H -2.38608 5.16698 0.64621 -0.16 0.23 0.11 0.486
H 0.65023 -1.69814 4.82468 0.15 0.11 0.02 0.524
H 0.33120 -3.79223 3.23203 -0.04 0.00 -0.01 0.591
F 2.34002 -3.35240 -4.39371 -0.02 0.25 -0.07 -0.366
C 2.14532 -2.38674 -3.46691 0.23 0.01 -0.05 0.340
C 1.62284 -1.16726 -3.86445 -0.13 -0.18 0.21 -1.060
C 1.28563 -0.22019 -2.88251 0.09 -0.56 -0.32 -0.031
C 1.50456 -0.51068 -1.53501 0.57 -0.69 -0.32 -0.079
C 2.17016 -1.71562 -1.20489 -0.31 -0.02 -0.91 0.986
C 2.49780 -2.67681 -2.16314 -0.31 0.34 0.05 -0.700
H 1.41372 -1.05709 -4.92461 0.03 0.31 0.15 0.473
H 0.80422 0.70526 -3.18923 0.03 -0.11 0.06 0.519
H 2.39550 -1.97789 -0.19826 -0.04 0.07 0.61 -0.766
H 2.94090 -3.65175 -1.93081 -0.09 0.54 0.11 0.539
N 2.84819 0.54289 0.89507 -0.44 0.60 -0.10 -0.541
C 3.30283 -0.41326 1.35840 0.28 -0.18 0.35 0.515
C 3.82848 -1.58502 1.89528 0.07 0.26 0.08 0.797
C 3.81897 -1.82752 3.27294 -0.44 -0.08 0.10 0.050
N 3.71890 -2.08267 4.39194 0.14 0.02 0.54 -0.647
C 4.47187 -2.50675 1.06946 0.27 -0.15 -0.39 0.073
N 4.98643 -3.26529 0.37002 0.07 -0.36 -0.25 -0.731



(2)
102
Properties=species:S:1:pos:R:3:forces:R:3:mulliken_charge:R:1 method="wB97M-V/def2-TZVPD" lumo_ha="-0.04346 / -0.04107" e_tot_ev=-151784.93513 homo_energy_ev="-6.39 / -6.13" e_above_lowest_kcal_mol=4.2 gap_ev="5.21 / 5.02"
Bi 0.89415 -0.13381 0.05273 -0.04 -0.22 -0.14 2.205
C -2.13186 -5.96689 2.97300 -0.02 -0.05 0.02 -0.874
C -2.30141 -6.40471 1.66450 0.00 0.00 -0.01 -0.751
C -2.06025 -5.55279 0.59066 0.01 0.03 0.06 -0.257
C -1.66408 -4.26133 0.87142 0.00 0.00 -0.01 -0.289
C -1.30302 -3.12793 -0.02801 -0.03 -0.08 -0.09 -0.145
N -1.02564 -2.08726 0.67298 0.11 0.08 0.05 0.798
C -0.94395 -2.41333 2.10263 -0.07 -0.03 -0.04 0.561
N -1.48598 -1.31290 2.95244 -0.06 -0.05 -0.09 -0.021
C -0.22341 1.26932 2.80248 0.10 0.05 0.06 -1.415
C -0.43534 2.42511 3.61998 -0.11 -0.08 -0.01 0.679
C -1.08684 2.63416 4.83868 0.02 0.01 0.01 -0.446
C -1.12532 3.91586 5.34281 0.00 0.00 0.00 -0.789
C -0.53583 4.98775 4.64839 -0.01 0.01 0.03 -0.679
C 0.09511 4.79811 3.43643 0.02 -0.01 -0.02 -0.340
C 0.15607 3.50653 2.91552 -0.02 0.10 0.01 -0.072
C 0.65427 2.97429 1.66178 -0.08 -0.14 0.16 -0.732
N 1.09120 3.65151 0.60770 0.02 0.10 -0.03 -0.451
C 1.17299 3.15731 -0.61993 0.01 -0.07 -0.11 -1.067
N 0.69654 1.94669 -1.08880 0.01 0.05 0.13 1.349
C 0.95414 1.81644 -2.39196 -0.01 0.00 -0.02 -1.281
N 0.65109 0.76771 -3.22089 0.04 0.12 -0.10 -0.233
C 0.10790 -0.38916 -3.02455 -0.19 -0.24 0.10 -0.410
N -0.29781 -1.04297 -1.85234 0.39 -0.01 -0.18 0.970
C -0.78387 -2.27163 -2.15159 -0.15 0.08 0.06 -0.405
N -1.25487 -3.24215 -1.38505 0.05 0.08 0.06 -0.542
C -0.74313 -2.44682 -3.62513 -0.06 -0.09 0.00 -0.076
C -1.15381 -3.49269 -4.42942 0.03 0.04 0.02 -0.077
C -0.98692 -3.34530 -5.80166 -0.02 -0.03 -0.01 -0.736
C -0.42946 -2.18591 -6.33900 0.02 0.02 -0.03 -0.715
C -0.02232 -1.13802 -5.52139 -0.02 -0.04 0.05 -0.064
C -0.19069 -1.29450 -4.15842 0.03 0.11 -0.08 -0.204
C 1.63787 3.00446 -2.86055 0.00 0.07 -0.05 0.118
C 2.14516 3.37239 -4.10766 -0.02 -0.05 0.05 -0.038
C 2.79353 4.58578 -4.20727 0.03 0.06 0.01 -0.776
C 2.93119 5.43076 -3.09040 0.01 -0.01 -0.05 -0.776
C 2.42209 5.07818 -1.85717 -0.05 -0.05 0.05 -0.271
C 1.77008 3.85058 -1.74628 -0.02 0.08 -0.07 0.550
N 0.45641 1.62452 1.70534 0.17 0.05 -0.04 1.008
C -1.48898 -3.81667 2.18472 -0.03 -0.08 0.05 -0.009
C -1.71379 -4.66757 3.24898 0.03 0.05 -0.01 -0.456
H -2.32138 -6.64952 3.79130 0.00 0.00 0.00 0.430
H -2.62038 -7.42255 1.48161 0.00 0.00 0.01 0.426
H -2.17339 -5.87675 -0.43501 0.00 -0.01 -0.01 0.620
H -1.55093 1.81060 5.36710 0.00 -0.01 -0.01 0.554
H -1.62042 4.10656 6.28639 0.00 0.00 0.00 0.412
H -0.58665 5.98131 5.07520 0.00 0.00 0.00 0.412
H 0.53066 5.62675 2.89327 0.01 0.00 0.00 0.556
H -1.58662 -4.38452 -3.99699 0.00 0.00 0.00 0.579
H -1.29609 -4.14064 -6.46782 0.00 0.00 0.00 0.416
H -0.31601 -2.10270 -7.41242 0.00 0.00 0.00 0.415
H 0.40668 -0.23035 -5.92407 0.00 0.01 0.00 0.586
H 2.03466 2.71583 -4.96088 0.00 0.00 0.00 0.548
H 3.20274 4.90072 -5.15889 0.00 0.00 0.00 0.443
H 3.44704 6.37555 -3.20655 0.00 0.00 0.00 0.422
H 2.52872 5.72158 -0.99326 0.00 0.00 0.00 0.584
H -1.55138 -4.35280 4.27241 0.01 0.01 0.00 0.533
C -4.22059 1.08537 -2.89414 0.03 0.09 -0.03 -0.745
C -3.26630 2.05994 -2.63777 0.00 0.00 -0.02 -0.819
C -2.33835 1.88966 -1.62009 -0.03 -0.02 0.07 -0.351
C -2.37334 0.73310 -0.84932 0.05 -0.02 0.03 -1.363
C -3.33544 -0.24227 -1.09567 -0.05 0.04 -0.11 0.451
C -4.25304 -0.06360 -2.11780 -0.02 -0.09 0.04 -0.958
N -1.41804 0.48682 0.16617 0.08 0.02 0.12 1.497
C -1.76217 0.35787 1.38100 -0.23 0.18 -0.07 1.237
C -2.98514 0.91303 1.93584 0.11 -0.01 -0.13 -0.715
C -3.58186 0.68565 3.12642 -0.05 -0.01 0.10 -0.485
C -3.40212 -0.40139 4.04167 0.05 0.00 -0.08 -1.287
C -2.53527 -1.40971 3.80069 0.05 -0.01 0.08 0.354
C -0.73028 -0.15386 2.44870 0.12 -0.06 0.08 0.390
N 0.57169 -0.78668 2.13820 -0.15 0.04 0.06 -1.139
N 0.46448 -2.19544 2.42696 0.15 -0.02 -0.13 -0.229
C 1.40447 -2.99216 1.74327 -0.15 0.03 0.18 0.235
C 1.58949 -4.31709 2.15434 0.05 0.01 -0.08 -0.554
C 2.49187 -5.09520 1.46394 -0.03 0.04 0.01 -0.541
C 3.21734 -4.53549 0.41340 0.02 -0.02 0.00 -0.908
C 2.99954 -3.21033 0.11040 0.03 0.01 0.00 -0.312
N 2.10387 -2.45347 0.75297 -0.08 -0.05 0.00 -0.046
H -4.93684 1.22245 -3.69348 0.00 0.00 -0.01 0.383
H -3.23602 2.96322 -3.23369 -0.02 0.00 -0.01 0.468
H -1.59843 2.64807 -1.41083 -0.02 0.00 0.00 0.516
H -3.33719 -1.14415 -0.49766 0.01 0.00 0.03 0.393
H -4.99222 -0.83075 -2.31161 0.00 0.00 0.00 0.443
H -3.40043 1.70263 1.31931 -0.02 -0.01 0.00 0.446
H -4.39968 1.35645 3.36829 0.00 -0.01 -0.01 0.427
H -4.11609 -0.51859 4.84379 0.00 0.01 0.02 0.448
H -2.65337 -2.37649 4.27651 -0.02 0.01 0.00 0.309
H 1.03827 -4.69888 2.99959 -0.01 -0.01 0.01 0.527
H 2.64558 -6.12715 1.75140 0.01 0.00 -0.01 0.441
H 3.94192 -5.11134 -0.14408 0.00 -0.01 0.00 0.426
H 3.55332 -2.71690 -0.68047 -0.01 -0.01 -0.01 0.468
Br 6.46524 4.79282 0.39551 0.00 0.02 0.00 -0.149
C 5.32569 3.30554 0.17769 -0.04 -0.07 0.01 0.183
C 5.07050 2.81082 -1.08848 0.02 0.02 0.02 -0.684
C 4.21160 1.72948 -1.19251 -0.05 -0.01 -0.06 -0.244
N 3.62430 1.14941 -0.14814 0.08 0.00 0.09 -0.178
C 3.89041 1.64023 1.06083 -0.02 0.09 0.07 -0.186
C 4.73574 2.71615 1.28238 0.00 0.02 -0.04 -0.784
H 5.50192 3.26105 -1.97055 0.00 0.00 0.00 0.466
H 3.96494 1.33045 -2.17038 0.02 -0.03 0.01 0.520
H 3.38252 1.17097 1.89872 0.03 -0.03 -0.01 0.417
H 4.90911 3.08763 2.28157 0.00 0.00 0.00 0.455